--- w ---
The following is a DFT calculation (ωB97M-V/def2-TZVPD) of a cluster of 2 separate species, C3H5O3P in total.

Element x y z (Å)
C (-0.02187, -2.28428, -0.37804)
C (1.24541, -0.14641, -0.24186)
C (0.20053, 0.92482, -0.66115)
O (3.57252, -1.10860, 0.87834)
O (2.30458, -0.31607, -1.26349)
O (3.77860, 1.32122, 0.21253)
P (2.92997, 0.09029, 0.26590)
H (0.39872, -2.63965, -1.33869)
H (0.61329, -2.56300, 0.53105)
H (0.21566, 2.07943, -0.21663)
H (0.11092, 1.01447, -1.74424)
H (-0.72550, 0.43696, -0.36960)

Summary:
- Kohn-Sham gap (alpha / beta): 0.2104 / 0.2102 Eh
- Net charge: -2
- Molecular weight: 120.04 g/mol
- 2S+1: 1



--- x ---
The following is a DFT calculation (ωB97M-V/def2-TZVPD) of a cluster of 2 separate species, C3H5O3P in total.

Element x y z (Å)
C (-1.56850, -0.33135, -0.16849)
C (-0.78964, 0.63638, -0.53323)
C (1.28252, 0.33807, 0.26222)
O (-2.49262, 2.75498, -0.36482)
O (-0.31048, 3.18342, -1.73964)
O (-2.10210, 1.53407, -2.60324)
P (-1.50070, 2.27371, -1.38688)
H (-2.69602, -0.25228, -0.30347)
H (-1.17005, -1.26723, 0.33366)
H (1.13875, 0.17130, 1.34234)
H (2.03699, -0.36358, -0.21126)
H (1.83905, 1.18157, -0.04737)

Summary:
- Kohn-Sham gap: 0.2284 Eh
- Net charge: -2
- Molecular weight: 120.04 g/mol
- 2S+1: 1



Most stable to least stable: x, w



--- w ---
The following is a DFT calculation (ωB97M-V/def2-TZVPD) of a structure of composition C43H33BrMoN12O5S2.

Element x y z (Å)
Mo (-0.10558, 1.05073, 1.62866)
C (-4.55743, 2.04888, 2.53171)
C (-3.29094, 1.45958, 1.98091)
N (-2.14659, 1.66670, 2.53416)
N (-2.23655, 2.34990, 3.73525)
C (-1.11781, 2.85143, 4.16395)
N (-1.17619, 3.53939, 5.33220)
S (0.41780, 2.74181, 3.38529)
C (-3.43413, 0.58982, 0.77129)
C (-4.66885, 0.46133, 0.14293)
C (-4.78733, -0.36938, -0.96129)
C (-3.67603, -1.05864, -1.40127)
C (-2.48534, -0.87559, -0.71342)
N (-2.36561, -0.07708, 0.33808)
H (-4.33541, 2.79663, 3.28017)
H (-5.17012, 1.27038, 2.99490)
H (-5.14033, 2.50419, 1.73148)
H (-2.02545, 3.49500, 5.86713)
H (-0.32066, 3.78707, 5.79305)
H (-5.53192, 0.99878, 0.50043)
H (-5.73960, -0.46862, -1.46699)
H (-3.71576, -1.71930, -2.25647)
H (-1.58575, -1.38613, -1.03943)
Br (1.65985, -11.92481, -1.28048)
C (1.20899, -10.23814, -0.55445)
C (1.79277, -9.09363, -1.08073)
C (1.45696, -7.85774, -0.55658)
C (0.54221, -7.76829, 0.48677)
C (-0.01520, -8.92169, 1.01348)
C (0.30956, -10.16714, 0.49269)
N (0.12578, -6.53494, 1.10158)
N (0.48723, -5.51997, 0.49156)
C (0.09776, -4.28294, 1.08242)
C (-0.60233, -4.16535, 2.26078)
C (-0.93853, -2.92377, 2.80779)
C (-0.55994, -1.76143, 2.16763)
O (-0.82014, -0.56095, 2.63256)
C (0.13904, -1.86631, 0.93227)
N (0.45025, -0.67210, 0.33169)
C (1.09919, -0.68776, -0.80405)
C (1.48294, -1.89577, -1.42803)
C (1.18248, -3.08963, -0.84867)
C (0.47936, -3.10710, 0.38456)
H (2.50480, -9.17317, -1.89034)
H (1.90746, -6.95484, -0.94465)
H (-0.71284, -8.82996, 1.83682)
H (-0.12779, -11.06841, 0.89882)
H (-0.88874, -5.07630, 2.76960)
H (-1.48047, -2.85105, 3.74134)
H (1.28962, 0.26827, -1.26985)
H (2.00300, -1.85105, -2.37520)
H (1.45602, -4.02761, -1.31193)
S (1.87828, 0.00079, 2.85526)
C (3.09056, 0.69064, 1.87454)
N (4.38752, 0.50379, 2.22137)
N (5.35927, 0.87553, 1.41541)
C (5.50117, 0.83653, 0.00525)
C (4.70064, 0.05776, -0.82073)
C (4.96010, 0.01994, -2.17993)
C (6.00918, 0.74724, -2.73064)
C (6.81513, 1.50677, -1.89696)
C (6.56641, 1.54783, -0.53359)
N (2.82664, 1.56298, 0.89169)
N (1.58621, 1.94993, 0.77119)
C (1.57580, 3.11175, -0.11573)
C (0.89163, 4.26514, 0.22785)
C (0.90956, 5.35140, -0.63463)
C (1.60228, 5.28825, -1.83649)
C (2.29942, 4.13271, -2.16434)
C (2.29531, 3.04884, -1.30131)
H (6.21485, 1.04196, 1.92329)
H (3.89788, -0.53155, -0.40344)
H (4.33955, -0.59498, -2.81968)
H (6.19869, 0.71492, -3.79516)
H (7.64294, 2.07186, -2.30510)
H (7.19248, 2.14719, 0.11844)
H (0.35291, 4.31156, 1.16269)
H (0.37653, 6.25301, -0.36104)
H (1.60059, 6.13501, -2.51089)
H (2.84889, 4.07007, -3.09531)
H (2.85217, 2.15240, -1.54255)
O (-0.61930, 1.42251, -1.76901)
C (-1.19696, 2.18740, -1.01772)
O (-1.00345, 2.31115, 0.25942)
C (-2.29138, 3.08494, -1.53564)
C (-2.97894, 3.94502, -0.68492)
C (-4.00915, 4.73184, -1.17440)
C (-4.32455, 4.63566, -2.51604)
C (-3.65376, 3.79703, -3.38401)
C (-2.62779, 3.01502, -2.88021)
N (-5.43029, 5.47020, -3.04902)
O (-6.03471, 6.17048, -2.26419)
O (-5.66398, 5.40009, -4.23758)
H (-2.69630, 3.99041, 0.35859)
H (-4.56227, 5.41005, -0.54097)
H (-3.93808, 3.76670, -4.42527)
H (-2.07542, 2.33893, -3.51863)

Summary:
- Kohn-Sham gap (alpha / beta): 0.2298 / 0.2297 Eh
- Molecular weight: 1037.79 g/mol
- 2S+1: 3



--- x ---
The following is a DFT calculation (ωB97M-V/def2-TZVPD) of a structure of composition C43H33BrMoN12O5S2.

Element x y z (Å)
Mo (-0.89070, -1.22036, -2.14898)
C (-4.83215, -3.30154, -2.46062)
C (-3.39740, -2.93710, -2.25220)
N (-2.92485, -1.76189, -2.54198)
N (-3.80763, -0.85727, -3.02952)
C (-3.29448, -0.03707, -3.89236)
N (-4.04296, 0.94324, -4.44380)
S (-1.63796, -0.18808, -4.40930)
C (-2.41596, -3.89229, -1.82466)
C (-2.72685, -5.20364, -1.45664)
C (-1.71864, -6.08535, -1.14480)
C (-0.40838, -5.61995, -1.18077)
C (-0.17498, -4.30741, -1.52672)
N (-1.14146, -3.44612, -1.86194)
H (-5.30383, -2.55790, -3.09408)
H (-5.36083, -3.32429, -1.50553)
H (-4.91554, -4.28000, -2.93306)
H (-5.04219, 0.92699, -4.32236)
H (-3.66633, 1.38615, -5.26265)
H (-3.76361, -5.50141, -1.40745)
H (-1.93273, -7.11082, -0.87772)
H (0.42352, -6.26745, -0.94838)
H (0.83706, -3.93383, -1.55661)
Br (1.17170, 2.14719, 7.03258)
C (0.02554, 3.03847, 5.80310)
C (0.26549, 4.36831, 5.49140)
C (-0.54232, 4.99970, 4.56598)
C (-1.55726, 4.29791, 3.90922)
C (-1.81287, 2.97510, 4.27719)
C (-1.02860, 2.34897, 5.22915)
N (-2.37714, 5.01344, 3.02693)
N (-2.82585, 4.61795, 1.93894)
C (-2.42857, 3.50584, 1.19568)
C (-3.41236, 2.95298, 0.39270)
C (-3.18219, 1.85140, -0.42243)
C (-1.95443, 1.20853, -0.43459)
O (-1.74320, 0.18408, -1.23287)
C (-0.92958, 1.70413, 0.45843)
N (0.18975, 0.97305, 0.59187)
C (1.17695, 1.45238, 1.30293)
C (1.18508, 2.76116, 1.80398)
C (0.04031, 3.50303, 1.70952)
C (-1.11900, 2.92718, 1.14956)
H (1.07575, 4.89896, 5.97156)
H (-0.36332, 6.03329, 4.30012)
H (-2.63423, 2.44114, 3.81697)
H (-1.22347, 1.32254, 5.50742)
H (-4.39639, 3.40111, 0.43931)
H (-3.96425, 1.46845, -1.06605)
H (2.02721, 0.79325, 1.42666)
H (2.07824, 3.17355, 2.25326)
H (0.02958, 4.53042, 2.03523)
S (0.71327, -2.34279, -3.53946)
C (2.07005, -1.24487, -3.33152)
N (3.22587, -1.66381, -3.80256)
N (4.37224, -1.03620, -3.57470)
C (4.86572, -0.34427, -2.46608)
C (6.10333, 0.28744, -2.62356)
C (6.71171, 0.92831, -1.56224)
C (6.10338, 0.93874, -0.31604)
C (4.88510, 0.29659, -0.14880)
C (4.25499, -0.33350, -1.20885)
N (1.83691, -0.04324, -2.83194)
N (0.63415, 0.31967, -2.54038)
C (0.55416, 1.74055, -2.48370)
C (1.70148, 2.48857, -2.17459)
C (1.64162, 3.86399, -2.07960)
C (0.45770, 4.54076, -2.34133)
C (-0.66731, 3.81616, -2.69243)
C (-0.62756, 2.43314, -2.75505)
H (5.06189, -1.29207, -4.26326)
H (6.57850, 0.27007, -3.59739)
H (7.67001, 1.41021, -1.70100)
H (6.57942, 1.43216, 0.51997)
H (4.43109, 0.27421, 0.83326)
H (3.30505, -0.82968, -1.06931)
H (2.62880, 1.96776, -1.98554)
H (2.52418, 4.41898, -1.78823)
H (0.41498, 5.61949, -2.26992)
H (-1.59425, 4.32337, -2.92507)
H (-1.50973, 1.90379, -3.06451)
O (0.40468, -1.73441, -0.41283)
C (-0.47652, -2.05884, 0.44636)
O (-1.69012, -1.98753, 0.18955)
C (-0.03631, -2.61121, 1.76522)
C (-0.99467, -3.15053, 2.61958)
C (-0.61451, -3.68731, 3.83358)
C (0.72948, -3.67668, 4.18381)
C (1.69453, -3.14486, 3.34060)
C (1.30709, -2.61268, 2.12545)
N (1.13505, -4.24612, 5.46323)
O (0.26879, -4.72347, 6.17187)
O (2.31696, -4.21621, 5.74939)
H (-2.02960, -3.13717, 2.30981)
H (-1.33256, -4.11786, 4.51508)
H (2.72864, -3.16289, 3.65043)
H (2.03062, -2.19187, 1.44111)

Summary:
- Kohn-Sham gap (alpha / beta): 0.2133 / 0.2148 Eh
- Molecular weight: 1037.79 g/mol
- 2S+1: 3



Most stable to least stable: w, x



--- w ---
The following is a DFT calculation (ωB97M-V/def2-TZVPD) of a cluster of 2 separate species, C4H14N2O in total.

Element x y z (Å)
N (0.96141, -0.38802, 0.11759)
C (-1.55799, -0.35104, 1.32611)
C (-1.24781, 0.61855, 0.16529)
C (-0.20925, 0.02921, -0.73520)
C (0.26375, 0.83545, -1.96094)
N (1.34149, 0.08277, -2.78215)
H (1.30730, -1.27105, -0.22980)
H (1.73775, 0.28282, -0.02874)
H (-1.61273, -1.40761, 0.99201)
H (-0.73736, -0.36282, 2.13580)
H (-2.35858, -0.07368, 1.90449)
H (-1.02483, 1.57269, 0.62913)
H (-2.16569, 0.89401, -0.44819)
H (-0.66776, -0.81963, -1.25321)
H (-0.66903, 1.13232, -2.48661)
H (0.82424, 1.71813, -1.61540)
H (1.38442, 0.58050, -3.63722)
H (1.15339, -0.93642, -2.83598)
H (0.62936, -0.88960, 4.15287)
H (1.16487, -0.42873, 2.86856)
O (1.48305, -0.81784, 3.72158)

Summary:
- Kohn-Sham gap: 0.3851 Eh
- SMILES string: CC[C@H](N)CN.O
- Molecular weight: 106.17 g/mol
- 2S+1: 1



--- x ---
The following is a DFT calculation (ωB97M-V/def2-TZVPD) of a cluster of 2 separate species, C4H14N2O in total.

Element x y z (Å)
C (-0.71672, 1.14596, 1.52649)
C (0.69729, 1.40480, 0.77158)
C (1.39573, 0.36675, -0.18555)
C (1.41441, -2.09939, -0.40123)
N (1.20999, -0.95035, 0.45694)
N (-1.95265, 1.07946, 0.61498)
H (-0.67673, 0.20931, 2.03371)
H (-1.01247, 1.88418, 2.27880)
H (1.48248, 1.48972, 1.56251)
H (0.58210, 2.36571, 0.18954)
H (0.94528, 0.39534, -1.14885)
H (2.46401, 0.72335, -0.29914)
H (2.54958, -2.04828, -0.54098)
H (0.89200, -2.13928, -1.41815)
H (1.20833, -3.00365, 0.11573)
H (0.31866, -0.95727, 0.93365)
H (-2.35693, 1.89338, 0.28337)
H (-1.73626, 0.52784, -0.11684)
H (-0.94874, -1.28508, -2.17495)
H (-2.31021, -1.16470, -2.10601)
O (-1.61834, -0.58788, -2.17045)

Summary:
- Kohn-Sham gap: 0.3518 Eh
- SMILES string: CNCCCN.O
- Molecular weight: 106.17 g/mol
- 2S+1: 1



Most stable to least stable: w, x



--- w ---
The following is a DFT calculation (ωB97M-V/def2-TZVPD) of an isolated molecule of C3H4N4.

Element x y z (Å)
C (1.83978, 0.19151, 0.14558)
C (-1.18846, -0.11238, 0.31556)
C (-2.58327, -0.03327, -0.11489)
H (0.54125, 1.46476, -0.44994)
H (2.75242, -0.19326, 0.18124)
H (1.35585, -1.83645, -0.74886)
H (-1.01150, 0.64506, 1.09480)
N (1.59152, 1.39067, -0.21124)
N (0.95889, -1.00242, 0.09578)
N (-0.49285, -0.98935, -0.23378)
N (-3.76363, 0.47513, -0.07424)

Summary:
- Kohn-Sham gap: 0.3512 Eh
- SMILES string: [H]/N=C\N/N=C/C#N
- Molecular weight: 96.09 g/mol
- 2S+1: 1



--- x ---
The following is a DFT calculation (ωB97M-V/def2-TZVPD) of a cluster of 2 separate species, C3H4N4 in total.

Element x y z (Å)
C (2.21778, 0.28790, -0.32874)
C (3.41398, -0.24091, -0.44413)
C (-2.08086, 1.76935, -0.47498)
N (1.64141, 1.28815, 0.11030)
N (0.86680, 2.04275, 0.39077)
N (-0.77171, -0.16821, -0.09984)
N (-1.39157, 0.74991, -0.25272)
H (3.51860, -1.31725, -0.89286)
H (4.34409, 0.17139, -0.23330)
H (-3.07468, 1.70626, -0.32914)
H (-1.56244, 2.74024, -0.63398)

Summary:
- Kohn-Sham gap: 0.2929 Eh
- Molecular weight: 96.09 g/mol
- 2S+1: 1



Most stable to least stable: w, x